1.
C33H37ClGdO2Si2 | ωB97M-V with the def2-TZVPD basis set

Each line ends with the Löwdin charge.
CARTESIAN COORDINATES (ANGSTROEM)
C -1.094 -0.312 0.848  -0.24
C -1.923 0.013 -0.275  -0.21
C -1.606 -0.908 -1.331  -0.23
H -2.700 0.775 -0.289  0.11
C -0.573 -1.778 -0.856  -0.23
C -0.248 -1.406 0.482  -0.22
H 0.425 -1.939 1.159  0.11
H -1.192 0.092 1.853  0.10
H -2.111 -0.992 -2.287  0.10
H -0.187 -2.649 -1.387  0.10
Gd 0.422 0.513 -0.965  1.44
Si 1.313 0.229 -4.523  0.21
C 0.146 1.763 -4.418  -0.34
C 0.638 3.002 -4.844  -0.11
H 1.675 3.128 -5.117  0.10
C -0.235 4.089 -4.977  -0.07
H 0.111 5.017 -5.417  0.11
C -1.564 4.008 -4.541  -0.07
H -2.237 4.871 -4.633  0.12
C -1.992 2.809 -3.972  -0.07
H -2.998 2.754 -3.557  0.11
C -1.161 1.692 -3.935  -0.14
H -1.562 0.754 -3.526  0.08
C 0.130 -1.344 -4.689  -0.31
C -1.135 -1.365 -5.304  -0.09
H -1.574 -0.466 -5.743  0.10
C -1.843 -2.571 -5.400  -0.07
H -2.792 -2.603 -5.939  0.11
C -1.369 -3.739 -4.828  -0.07
H -1.920 -4.685 -4.910  0.12
C -0.188 -3.679 -4.096  -0.08
H 0.182 -4.576 -3.610  0.11
C 0.545 -2.494 -4.015  -0.15
H 1.467 -2.472 -3.426  0.11
H 0.987 0.060 -2.967  -0.10
Si 1.698 0.257 -6.744  0.71
C 1.499 -1.346 -7.662  -0.30
C 0.820 -1.375 -8.892  -0.08
H 0.592 -0.435 -9.395  0.10
C 0.389 -2.586 -9.437  -0.07
H -0.162 -2.591 -10.378  0.11
C 0.652 -3.792 -8.771  -0.07
H 0.288 -4.737 -9.184  0.11
C 1.403 -3.771 -7.599  -0.07
H 1.622 -4.710 -7.084  0.11
C 1.874 -2.561 -7.073  -0.10
H 2.484 -2.552 -6.168  0.11
C 0.933 1.594 -7.811  -0.33
C -0.460 1.757 -7.811  -0.11
H -1.085 1.085 -7.219  0.10
C -1.050 2.821 -8.494  -0.07
H -2.136 2.954 -8.457  0.11
C -0.263 3.718 -9.240  -0.07
H -0.740 4.515 -9.808  0.11
C 1.118 3.548 -9.254  -0.07
H 1.730 4.238 -9.840  0.11
C 1.721 2.515 -8.522  -0.09
H 2.813 2.434 -8.461  0.11
H 3.124 0.523 -6.303  -0.01
Cl 3.337 0.420 -3.638  0.22
C 0.172 2.320 2.003  -0.04
O 0.525 2.281 0.584  -0.38
C 1.792 2.972 0.267  -0.14
C 2.990 2.018 0.391  -0.14
O 2.533 0.662 0.069  -0.41
C 3.454 -0.385 0.424  -0.05
H 0.606 3.226 2.440  0.10
H 0.566 1.428 2.517  0.10
H -0.917 2.334 2.038  0.10
H 1.707 3.346 -0.761  0.13
H 1.904 3.809 0.972  0.13
H 3.767 2.289 -0.327  0.14
H 3.398 2.031 1.410  0.14
H 4.486 -0.021 0.297  0.11
H 3.294 -0.679 1.472  0.10
H 3.251 -1.236 -0.237  0.10

The spin multiplicity is 8. The HOMO energy (alpha / beta) comes out at -8.1 / -11.0 eV. The calculation puts the max |F| at 4.61 eV/A. Its lowest unoccupied orbital energy (alpha / beta) is -2.3 / -5.4 eV. Its gap between HOMO and LUMO (alpha / beta) is 5.83 / 5.60 eV. Its expectation value of S² is 15.79. The charge is +1.

2.
C33H37F9N2O8 | ωB97M-V with the def2-TZVPD basis set

Each line ends with the Löwdin charge.
CARTESIAN COORDINATES (ANGSTROEM)
N -0.968 -2.390 3.330  0.19
C -0.842 -3.036 2.389  -0.18
C -0.529 -3.704 1.113  -0.24
C -1.743 -3.622 0.171  -0.14
C -2.195 -2.189 -0.123  -0.05
C -3.379 -2.104 -1.078  -0.43
F -3.289 -3.086 -2.017  0.12
F -3.357 -0.935 -1.762  0.13
C -4.771 -2.286 -0.433  -0.34
F -4.810 -3.415 0.286  0.16
F -5.670 -2.432 -1.436  0.14
C -5.241 -1.092 0.472  -0.33
F -5.370 -1.550 1.735  0.16
F -4.353 -0.091 0.504  0.15
C -6.636 -0.518 0.103  -0.56
F -6.913 0.449 0.996  0.16
F -7.573 -1.443 0.214  0.20
F -6.643 0.039 -1.098  0.20
C 0.827 -3.233 0.516  -0.25
C 0.891 -3.554 -0.923  -0.19
N 0.906 -3.816 -2.040  0.19
C 1.204 -1.765 0.746  -0.11
C 2.644 -1.447 0.338  -0.20
C 2.920 -0.145 -0.072  -0.04
C 4.202 0.255 -0.430  -0.07
C 5.225 -0.683 -0.362  -0.08
C 4.967 -1.987 0.024  -0.07
C 3.680 -2.377 0.381  -0.04
H -0.416 -4.766 1.349  0.15
H -2.564 -4.119 0.698  0.12
H -1.596 -4.201 -0.736  0.12
H -1.378 -1.649 -0.609  0.13
H -2.432 -1.636 0.788  0.12
H 1.602 -3.849 0.975  0.13
H 0.538 -1.116 0.179  0.10
H 1.091 -1.477 1.790  0.11
H 2.115 0.573 -0.103  0.09
H 4.345 1.282 -0.720  0.09
H 6.232 -0.372 -0.616  0.10
H 5.780 -2.703 0.046  0.08
H 3.492 -3.398 0.689  0.10
O 8.823 -2.651 1.414  0.13
C 8.728 -3.705 0.863  -0.48
C 9.672 -4.889 0.957  -0.07
C 9.256 -5.743 -0.238  -0.16
C 7.783 -5.385 -0.382  -0.15
O 7.682 -4.019 0.053  0.00
H 9.497 -5.396 1.907  0.13
H 10.705 -4.557 0.901  0.12
H 9.426 -6.810 -0.106  0.11
H 9.803 -5.423 -1.126  0.12
H 7.142 -5.998 0.255  0.13
H 7.430 -5.454 -1.408  0.13
O 0.572 0.915 1.775  0.12
C -0.354 1.555 1.377  -0.46
C -0.321 2.951 0.790  -0.06
C -1.789 3.365 0.835  -0.14
C -2.497 2.024 0.715  -0.16
O -1.625 1.075 1.354  0.02
H 0.057 2.884 -0.232  0.11
H 0.321 3.598 1.381  0.13
H -2.079 4.074 0.060  0.11
H -2.014 3.817 1.802  0.12
H -2.635 1.719 -0.326  0.12
H -3.462 2.010 1.214  0.11
O -3.737 6.606 0.493  0.11
C -4.749 6.082 0.856  -0.50
C -5.314 6.082 2.264  -0.07
C -6.351 4.961 2.204  -0.15
C -6.761 4.993 0.738  -0.15
O -5.584 5.415 0.025  0.02
H -5.768 7.055 2.455  0.13
H -4.530 5.889 2.991  0.12
H -7.189 5.090 2.886  0.12
H -5.874 4.007 2.433  0.11
H -7.557 5.715 0.544  0.13
H -7.070 4.020 0.362  0.12
O 2.830 2.061 -2.328  0.13
C 1.879 2.688 -2.688  -0.47
C 1.856 4.083 -3.283  -0.07
C 0.386 4.476 -3.156  -0.15
C -0.309 3.123 -3.230  -0.16
O 0.614 2.192 -2.636  0.01
H 2.177 4.018 -4.324  0.13
H 2.520 4.743 -2.732  0.13
H 0.042 5.175 -3.916  0.12
H 0.209 4.930 -2.179  0.11
H -0.501 2.808 -4.257  0.13
H -1.244 3.095 -2.674  0.12

The HOMO energy comes out at -8.4 eV. The calculation puts the max |F| at 1.14 eV/A. As for the structure (SMILES): N#C[C@@H](CCC(F)(F)C(F)(F)C(F)(F)C(F)(F)F)[C@@H](C#N)Cc1ccccc1.O=C1CCCO1.O=C1CCCO1.O=C1CCCO1.O=C1CCCO1. Its lowest unoccupied orbital energy is 0.4 eV. Its gap between HOMO and LUMO is 8.80 eV.

3.
C33H37HfO5 | ωB97M-V with the def2-TZVPD basis set

Each line ends with the Löwdin charge.
CARTESIAN COORDINATES (ANGSTROEM)
C 4.107 -0.667 -1.667  -0.23
C 2.959 0.371 -1.738  -0.08
C 3.906 -1.425 -0.352  -0.05
C 2.878 -0.665 0.565  -0.25
H 4.897 -1.405 0.107  0.11
H 3.661 -2.469 -0.564  0.12
C 2.596 0.683 -0.277  -0.22
H 2.152 -0.168 -2.261  0.11
H 3.207 1.275 -2.345  0.13
C 1.286 1.386 0.019  -0.22
H 3.371 1.419 0.005  0.13
H 3.392 -0.348 1.485  0.12
C 1.702 -1.374 1.025  -0.48
C 4.147 -1.610 -2.889  -0.41
C 5.557 -0.094 -1.697  -0.42
O 6.446 -0.517 -0.976  0.09
O 3.163 -1.925 -3.547  0.10
O 5.391 -2.041 -3.156  -0.04
O 5.818 0.788 -2.681  -0.03
C 7.182 1.221 -2.683  -0.05
H 7.225 1.992 -3.455  0.09
H 7.863 0.383 -2.881  0.10
H 7.430 1.683 -1.730  0.09
C 5.561 -2.849 -4.322  -0.03
H 4.820 -3.650 -4.363  0.09
H 6.572 -3.244 -4.229  0.09
H 5.454 -2.212 -5.201  0.10
O 0.094 0.661 0.339  -0.36
H 1.065 1.952 -0.899  0.11
H 1.439 2.099 0.851  0.10
C 1.129 -1.313 2.373  -0.16
C 1.090 -2.318 0.099  -0.16
H 1.612 -3.293 0.306  0.06
H 1.251 -2.050 -0.957  0.06
H 0.009 -2.527 0.194  0.05
H 0.095 -1.715 2.476  0.05
H 1.162 -0.307 2.846  0.06
H 1.764 -1.987 3.006  0.05
Hf -1.771 0.918 0.115  1.48
C -3.073 2.768 1.638  -0.14
C -1.752 2.855 2.149  -0.13
C -0.856 3.122 1.075  -0.16
H -1.483 2.775 3.211  0.11
C -1.629 3.204 -0.140  -0.26
C -3.026 3.002 0.227  -0.22
H -3.879 3.258 -0.408  0.11
H -3.961 2.588 2.256  0.12
H 0.206 3.385 1.165  0.10
H -1.257 3.616 -1.077  0.11
C -2.920 -0.726 -1.210  -0.18
C -3.469 0.568 -1.516  -0.22
C -2.453 1.342 -2.164  -0.20
H -4.517 0.838 -1.468  0.09
C -1.270 0.543 -2.227  -0.16
C -1.561 -0.729 -1.627  -0.17
H -0.854 -1.553 -1.559  0.10
H -3.369 -1.531 -0.617  0.11
H -2.566 2.342 -2.589  0.11
H -0.332 0.799 -2.715  0.11
C -7.575 -0.457 2.581  -0.11
C -7.167 -0.207 1.253  -0.10
C -5.816 -0.112 0.894  -0.04
C -4.774 -0.177 1.868  -0.17
C -3.338 -0.123 1.640  -0.16
C -2.516 -0.365 2.723  -0.17
C -2.963 -0.600 4.060  -0.08
C -4.310 -0.619 4.297  -0.07
C -5.225 -0.393 3.237  -0.18
C -6.591 -0.562 3.555  -0.06
H -8.626 -0.583 2.865  0.09
H -7.956 -0.168 0.492  0.09
H -5.572 0.024 -0.160  0.07
H -1.435 -0.355 2.601  0.05
H -2.248 -0.779 4.867  0.10
H -4.712 -0.802 5.299  0.10
H -6.837 -0.848 4.583  0.10

The HOMO energy (alpha / beta) comes out at -0.3 / -0.3 eV. The calculation puts the max |F| at 3.07 eV/A. Its lowest unoccupied orbital energy (alpha / beta) is 2.6 / 2.5 eV. Its gap between HOMO and LUMO (alpha / beta) is 2.82 / 2.79 eV. The charge is -1.